# 1
C33H65BF5N3O5PS | the ωB97M-V functional and the def2-TZVPD basis

Summary:
DFT total energy   -84371.6568 eV
Lowest unoccupied orbital energy (spin up / spin down)   1.914 / 1.877 eV
Multiplicity   3
HOMO level (spin up / spin down)   -5.12 / -5.12 eV
Total charge   -1

Positions of all 114 atoms, in Å:
C  -1.170  -2.078  0.178
C  0.039  -1.127  0.326
C  -0.204  0.073  1.267
C  0.999  0.450  2.135
C  2.280  0.790  1.352
C  3.572  0.505  2.153
C  4.607  1.635  2.123
B  5.232  2.169  0.697
C  6.874  2.391  0.897
C  7.830  1.195  0.738
O  7.193  -0.049  0.435
C  7.058  -0.939  1.523
C  6.231  -2.130  1.048
O  4.674  3.582  0.386
C  4.176  3.661  -0.896
N  4.720  4.850  -1.557
C  4.591  2.309  -1.577
P  6.240  2.390  -2.454
S  6.390  2.577  -4.401
C  3.501  1.650  -2.460
F  3.981  0.504  -3.014
F  2.452  1.290  -1.678
C  2.887  2.498  -3.638
F  2.985  1.887  -4.808
F  1.577  2.719  -3.433
F  3.447  3.694  -3.759
O  4.775  1.423  -0.509
H  -0.874  -3.113  0.383
H  -1.551  -2.060  -0.849
H  -1.977  -1.810  0.864
H  0.320  -0.744  -0.662
H  0.916  -1.679  0.691
H  -0.497  0.954  0.678
H  -1.068  -0.150  1.909
H  0.723  1.338  2.725
H  1.193  -0.345  2.871
H  2.304  0.226  0.416
H  2.268  1.856  1.100
H  3.276  0.333  3.201
H  4.024  -0.436  1.817
H  5.452  1.305  2.748
H  4.185  2.511  2.638
H  7.228  3.198  0.246
H  6.967  2.785  1.921
H  8.521  1.372  -0.099
H  8.463  1.061  1.628
H  8.058  -1.279  1.837
H  6.569  -0.432  2.365
H  5.434  -1.764  0.391
H  5.792  -2.679  1.885
H  6.851  -2.813  0.454
H  3.066  3.658  -0.873
H  4.026  5.311  -2.130
H  4.955  5.484  -0.799
H  6.823  1.237  -1.927
H  6.871  3.429  -1.778
C  -2.620  -7.351  1.949
C  -2.576  -6.051  2.786
C  -2.970  -6.292  4.250
C  -4.466  -6.481  4.482
C  -5.244  -5.312  3.885
C  -4.956  -5.111  2.397
N  -3.468  -4.992  2.209
O  -3.035  -3.798  2.424
C  -5.571  -6.259  1.584
C  -5.585  -3.815  1.902
C  -1.142  -5.532  2.749
H  -3.483  -7.418  1.299
H  -1.746  -7.406  1.300
H  -2.614  -8.233  2.591
H  -2.636  -5.433  4.840
H  -2.410  -7.157  4.612
H  -4.804  -7.432  4.060
H  -4.659  -6.537  5.555
H  -6.321  -5.455  4.010
H  -4.978  -4.397  4.423
H  -5.268  -6.197  0.538
H  -6.657  -6.170  1.627
H  -5.319  -7.248  1.960
H  -5.275  -2.960  2.497
H  -6.670  -3.908  1.966
H  -5.313  -3.623  0.864
H  -0.865  -5.230  1.739
H  -0.482  -6.344  3.063
H  -0.992  -4.683  3.410
C  -5.298  3.180  -4.096
C  -4.872  4.018  -2.867
C  -4.398  5.424  -3.264
C  -3.004  5.471  -3.881
C  -1.994  4.786  -2.963
C  -2.384  3.346  -2.632
N  -3.787  3.341  -2.086
O  -3.838  3.596  -0.825
C  -2.226  2.467  -3.882
C  -1.457  2.774  -1.571
C  -6.093  4.156  -1.965
H  -4.570  2.431  -4.380
H  -6.221  2.640  -3.878
H  -5.482  3.815  -4.963
H  -4.401  6.052  -2.368
H  -5.138  5.848  -3.948
H  -3.005  5.009  -4.872
H  -2.712  6.513  -4.030
H  -0.999  4.775  -3.414
H  -1.917  5.355  -2.031
H  -2.613  1.463  -3.700
H  -1.163  2.380  -4.107
H  -2.705  2.870  -4.771
H  -1.418  3.398  -0.682
H  -0.449  2.711  -1.982
H  -1.765  1.771  -1.274
H  -6.387  3.188  -1.560
H  -6.916  4.545  -2.569
H  -5.917  4.834  -1.135



# 2
CN2OS | the ωB97M-V functional and the def2-TZVPD basis

Summary:
DFT total energy   -16894.2193 eV
Lowest unoccupied orbital energy   -3.237 eV
HOMO level   -10.22 eV

Positions of all 5 atoms, in Å:
C  -0.835  -0.509  0.019
N  0.332  -0.825  -0.411
N  -1.813  -0.217  0.551
O  1.253  0.057  -0.454
S  1.063  1.494  0.295



# 3
C3H7F2P | the ωB97M-V functional and the def2-TZVPD basis

Summary:
DFT total energy   -17947.0680 eV
Lowest unoccupied orbital energy   0.885 eV
HOMO level   -9.70 eV

Positions of all 13 atoms, in Å:
C  -1.686  -0.474  -0.185
C  -0.444  0.352  0.085
C  0.725  -0.533  0.111
F  0.630  -1.395  1.188
F  0.739  -1.184  -1.097
P  2.458  0.470  0.202
H  -1.706  -0.608  -1.296
H  -2.417  0.190  0.199
H  -1.570  -1.496  0.160
H  -0.551  0.902  1.045
H  -0.370  1.000  -0.685
H  2.162  1.434  1.194
H  2.030  1.341  -0.919



# 4
C29H41F5IrP2 | the ωB97M-V functional and the def2-TZVPD basis

Summary:
DFT total energy   -65711.5574 eV
Lowest unoccupied orbital energy (spin up / spin down)   -5.884 / -9.102 eV
Multiplicity   6
HOMO level (spin up / spin down)   -12.02 / -13.85 eV
Total charge   +2

Positions of all 78 atoms, in Å:
Ir  0.240  -0.862  -2.965
C  -0.870  -1.630  -0.449
C  0.428  -1.950  -1.164
C  0.695  -0.154  0.345
C  -0.690  -0.484  0.306
C  1.407  -1.087  -0.397
C  -1.963  -2.609  -0.207
H  -1.831  -3.527  -0.795
H  -2.937  -2.175  -0.470
H  -2.053  -2.895  0.857
C  -1.702  0.187  1.137
H  -2.710  0.042  0.742
H  -1.498  1.263  1.168
H  -1.688  -0.179  2.171
C  1.246  0.882  1.233
H  1.307  0.522  2.265
H  0.584  1.751  1.234
H  2.237  1.207  0.922
C  2.817  -1.444  -0.129
H  2.941  -1.923  0.857
H  3.446  -0.547  -0.116
H  3.212  -2.127  -0.886
C  0.784  -3.406  -1.248
H  0.838  -3.753  -0.206
H  1.761  -3.578  -1.716
H  0.022  -3.997  -1.770
C  -1.415  1.416  -5.261
C  -1.834  0.062  -5.233
C  -1.134  -0.986  -6.119
C  0.373  -0.848  -6.088
C  0.955  -0.434  -4.739
C  1.597  0.950  -4.733
C  1.051  2.047  -5.720
C  -0.417  2.010  -6.198
H  -1.492  -0.899  -7.162
H  0.777  -0.235  -6.899
H  -1.403  -2.000  -5.798
H  -0.461  1.587  -7.219
H  -2.144  2.157  -4.867
H  -2.920  -0.110  -5.261
H  -0.735  3.055  -6.352
H  1.281  3.064  -5.359
H  2.650  0.809  -5.036
H  1.674  1.931  -6.623
H  0.842  -1.830  -6.201
H  1.673  -1.239  -4.464
P  -1.683  0.328  -3.153
C  -2.674  1.183  -1.871
C  -2.594  -1.295  -3.191
P  1.637  1.223  -2.889
C  -0.135  1.788  -2.931
C  3.116  0.019  -2.800
C  2.219  2.351  -1.579
H  -2.077  1.829  -1.221
H  -3.176  0.452  -1.235
H  -3.422  1.807  -2.371
H  -2.099  -1.974  -3.899
H  -3.617  -1.056  -3.502
H  -2.612  -1.759  -2.214
H  2.434  3.358  -1.959
H  3.130  1.959  -1.112
H  1.450  2.432  -0.802
H  -0.420  2.261  -2.004
H  -0.198  2.468  -3.807
H  3.745  0.282  -1.955
H  3.721  0.076  -3.706
H  2.721  -0.997  -2.695
F  -1.203  2.876  3.686
C  -1.215  3.718  2.621
C  -0.996  3.264  1.346
C  -0.918  4.168  0.329
F  -0.629  3.813  -0.958
C  -1.093  5.540  0.539
F  -0.975  6.388  -0.498
C  -1.332  6.001  1.829
F  -1.498  7.318  2.052
C  -1.403  5.091  2.883
F  -1.656  5.520  4.136



# 5
C9H14 | the ωB97M-V functional and the def2-TZVPD basis

Summary:
DFT total energy   -9549.1548 eV
Lowest unoccupied orbital energy (spin up / spin down)   -4.511 / -8.565 eV
Multiplicity   2
HOMO level (spin up / spin down)   -14.44 / -14.44 eV
Total charge   +1

Positions of all 23 atoms, in Å:
C  0.865  2.586  0.836
C  1.518  2.472  -0.509
H  1.255  3.468  1.394
H  -0.184  2.635  0.690
H  1.126  1.744  1.636
H  2.639  2.878  -0.557
H  1.177  3.190  -1.171
H  1.624  1.417  -0.837
C  -1.473  -0.028  1.381
C  -0.352  -0.407  -0.744
C  -0.957  -0.966  0.343
C  0.150  -1.283  -1.723
C  0.093  -2.685  -1.561
C  -1.109  -2.297  0.587
C  -0.514  -3.133  -0.411
H  -0.613  0.651  -1.063
H  0.823  -0.918  -2.573
H  -1.931  0.941  1.195
H  -0.651  0.364  1.878
H  0.428  -3.216  -2.397
H  -1.509  -2.743  1.580
H  -0.317  -4.137  -0.206
H  -2.089  -0.537  2.233



# 6
C4H10N4S | the ωB97M-V functional and the def2-TZVPD basis

Summary:
DFT total energy   -21081.2861 eV
Lowest unoccupied orbital energy (spin up / spin down)   -8.095 / -11.510 eV
Multiplicity   3
HOMO level (spin up / spin down)   -13.34 / -16.75 eV
Total charge   +2

Positions of all 19 atoms, in Å:
C  0.713  -1.792  3.621
C  -0.194  1.434  -1.463
C  0.421  -1.246  1.209
C  -0.011  0.141  0.654
N  0.486  -1.412  2.589
N  0.050  2.557  -0.840
N  -0.026  0.148  -0.828
N  -0.313  -1.031  -1.425
S  -0.930  1.487  -2.976
H  0.596  -2.222  4.551
H  -0.347  -1.965  0.917
H  1.418  -1.479  0.783
H  -1.000  0.301  0.953
H  0.621  0.940  1.053
H  0.478  2.740  -0.022
H  -0.384  3.409  -1.194
H  -0.575  0.184  -3.445
H  -1.246  -0.940  -1.827
H  0.243  -1.254  -2.309